Entry 1:
This record from the OMol25 dataset describes a molecular structure, C5H11AuClHgNS. The level of theory is ωB97M-V/def2-TZVPD.

```
21
Properties=species:S:1:pos:R:3:nbo_charge:R:1
C -3.883 0.224 1.353 0.07
H -0.755 3.413 1.867 0.18
H 1.120 -3.837 -1.078 0.17
C -1.305 2.902 1.068 -1.20
H -2.346 2.737 1.358 0.22
Au 1.471 -1.206 -1.049 0.92
N -2.768 -0.118 1.103 -0.62
H -0.201 -3.002 -0.115 0.20
C 0.970 -0.583 1.003 -1.24
H 0.489 -1.465 1.451 0.17
H -0.205 -2.919 -1.943 0.20
Cl -0.272 0.446 -2.099 -0.68
H 2.916 0.932 -0.592 0.19
H -1.247 3.474 0.137 0.19
Hg -0.397 1.019 0.730 1.23
H 1.922 -0.267 1.460 0.16
H 2.618 0.674 -2.380 0.20
C 0.401 -3.009 -1.030 -1.16
H 3.915 -0.301 -1.511 0.17
C 2.955 0.231 -1.433 -0.94
S -5.396 0.655 1.700 -0.44
```

Results
Net charge: -2
Gap between HOMO and LUMO (spin up / spin down): 5.05 / 5.64 eV
DFT total energy: -1399.2199 Eh
E_LUMO (spin up / spin down): 5.241 / 4.249 eV
Multiplicity: 3


Entry 2:
This record from the OMol25 dataset describes 2 unconnected molecules or ions with the total composition C5H11B. The level of theory is ωB97M-V/def2-TZVPD.

```
17
Properties=species:S:1:pos:R:3:nbo_charge:R:1
C 0.265 -1.835 -1.902 -0.39
H -1.659 -1.459 -1.187 0.21
H 1.162 0.314 -1.432 0.19
H -0.363 1.831 2.329 0.22
H -0.345 2.874 0.740 0.25
C -0.673 -1.062 -1.444 -0.19
C -0.543 1.890 1.227 -1.00
H 1.510 0.133 1.927 0.24
H -1.666 1.789 1.116 0.24
H 0.028 -2.799 -2.098 0.18
H 0.039 -0.575 2.338 0.24
B 0.006 0.629 0.477 0.85
H 1.241 -1.261 1.126 0.23
H -0.770 1.099 -1.748 0.24
H 1.309 -1.587 -1.877 0.19
C 0.747 -0.323 1.446 -1.00
C -0.287 0.342 -1.037 -0.71
```

Results
Gap between HOMO and LUMO: 10.23 eV
DFT total energy: -221.8593 Eh
E_LUMO: 0.637 eV


Entry 3:
This record from the OMol25 dataset describes C5H11BN2 in the gas phase. The level of theory is ωB97M-V/def2-TZVPD.

```
19
Properties=species:S:1:pos:R:3:nbo_charge:R:1
H -3.476 0.540 -0.606 0.17
C 3.144 -0.405 0.012 -0.16
H -1.791 -1.822 -0.359 0.37
H 2.720 -2.378 -0.180 0.20
H 2.984 1.623 0.729 0.24
H 4.175 -0.345 -0.026 0.20
B 0.921 1.091 0.103 0.89
C 2.549 1.002 -0.051 -0.79
H -2.176 2.137 -0.404 0.21
H -2.214 1.247 1.261 0.19
C 2.281 -1.429 -0.104 -0.39
H 1.155 -1.299 -0.097 0.21
H 2.564 1.474 -1.107 0.25
H -2.010 -0.973 1.067 0.35
N -0.308 1.213 0.161 -0.85
C -2.510 0.129 -0.488 -0.21
H -2.282 -0.107 -1.454 0.18
N -2.342 -1.175 0.131 -0.84
C -1.752 1.338 0.173 -0.21
```

Results
Gap between HOMO and LUMO: 9.56 eV
DFT total energy: -331.4075 Eh
E_LUMO: 0.654 eV
SMILES: C=CC/B=N\CCN


Entry 4:
This record from the OMol25 dataset describes 2 unconnected molecules or ions with the total composition C5H11BN4O5. The level of theory is ωB97M-V/def2-TZVPD.

```
26
Properties=species:S:1:pos:R:3:nbo_charge:R:1
O 0.775 4.550 1.839 -0.51
O 2.159 1.758 0.448 -0.36
N -2.366 2.131 1.311 -1.14
B -0.928 1.920 1.311 1.29
C 0.867 3.463 1.369 0.88
N -0.552 -2.599 -0.407 -0.60
O -0.334 0.854 1.923 -0.97
C 3.356 1.268 0.375 0.54
N 4.380 0.783 0.165 -0.39
H 0.241 -4.535 -0.558 0.20
O -0.436 -0.363 -0.536 -0.68
H -0.561 -2.470 0.594 0.40
C -0.487 -1.447 -1.109 0.70
H -0.596 -3.954 -1.999 0.21
N 2.071 2.690 1.565 -0.35
C -0.612 -3.956 -0.915 -0.41
H -0.425 -0.529 -3.013 0.25
C -0.480 -1.537 -2.613 -0.72
O -0.084 2.858 0.640 -0.72
H -2.642 2.756 2.066 0.40
H -0.102 0.206 1.229 0.54
H -1.528 -4.446 -0.583 0.20
H 1.916 2.087 2.376 0.39
H 0.382 -2.105 -2.963 0.23
H -2.626 2.634 0.465 0.39
H -1.389 -2.016 -2.978 0.23
```

Results
Gap between HOMO and LUMO: 10.59 eV
DFT total energy: -817.2434 Eh
E_LUMO: 0.370 eV
SMILES: N#CONC(=O)OB(N)O.CNC(C)=O


Entry 5:
This record from the OMol25 dataset describes a molecular structure, C5H11BeO4. The level of theory is ωB97M-V/def2-TZVPD.

```
21
Properties=species:S:1:pos:R:3:nbo_charge:R:1
H 2.747 -0.621 -0.987 0.25
O 1.724 1.034 0.236 -1.22
O -1.085 0.025 -0.401 -0.62
O -0.548 2.299 0.867 -0.97
C -2.228 0.823 -0.051 -0.10
H -2.632 0.438 0.897 0.18
C -1.697 2.245 0.099 -0.07
Be 0.375 0.598 0.543 1.69
H 0.581 -1.998 -1.359 0.19
C -1.153 -1.331 -0.275 0.13
H 3.716 -0.601 0.171 0.20
H -2.524 2.853 0.517 0.15
H 0.152 -2.990 0.055 0.20
C 0.198 -1.952 -0.316 -0.16
H -1.506 2.640 -0.923 0.13
H -2.067 -1.826 -0.609 0.18
H -2.993 0.733 -0.835 0.18
C 2.664 -0.905 0.078 -0.31
O 1.053 -1.182 0.502 -0.74
H 2.295 1.357 0.934 0.49
H 2.928 -1.641 0.858 0.20
```

Results
Gap between HOMO and LUMO (spin up / spin down): 8.30 / 7.82 eV
DFT total energy: -512.6153 Eh
E_LUMO (spin up / spin down): 0.265 / -0.217 eV
Multiplicity: 2


Entry 6:
This record from the OMol25 dataset describes a molecular structure, C5H11BiO4. The level of theory is ωB97M-V/def2-TZVPD.

```
21
Properties=species:S:1:pos:R:3:nbo_charge:R:1
Bi -0.438 -0.631 0.920 2.17
C 1.968 -1.463 -0.636 -0.11
C -2.492 1.622 0.724 -0.09
C 0.437 1.888 -0.323 -0.17
H 2.412 -1.608 -1.632 0.22
H -2.977 1.419 -0.251 0.27
H -3.151 2.497 0.659 0.14
H 2.766 -1.216 0.081 0.21
H 0.887 2.852 -0.024 0.22
H 1.865 -3.496 -0.004 0.22
H -2.263 2.115 1.687 0.28
O 0.398 -2.368 0.951 -0.90
H 2.404 1.148 -1.236 0.20
O 1.044 -0.363 -0.680 -0.60
H -0.170 2.081 -1.238 0.18
O -0.388 1.375 0.689 -0.89
C 1.525 0.915 -0.630 0.12
H -3.076 -0.895 1.129 0.52
C 1.150 -2.665 -0.172 -0.12
H 0.497 -2.976 -1.017 0.17
O -2.401 -0.230 1.003 -1.05
```

Results
Net charge: +1
Gap between HOMO and LUMO (spin up / spin down): 6.46 / 6.39 eV
DFT total energy: -711.9908 Eh
E_LUMO (spin up / spin down): -5.309 / -5.371 eV
Multiplicity: 2


Entry 7:
This record from the OMol25 dataset describes a molecular structure, C5H11BrN. The level of theory is ωB97M-V/def2-TZVPD.

```
18
Properties=species:S:1:pos:R:3:nbo_charge:R:1
C 0.969 -1.225 1.396 -0.67
H -2.155 3.179 -0.530 0.25
Br -2.306 -0.843 -0.188 0.11
H 1.845 -1.872 1.455 0.23
C -2.073 2.490 0.309 -0.65
H -2.978 1.889 0.363 0.23
C -0.852 0.356 -0.051 -0.12
H 1.219 -2.531 -0.869 0.44
H -1.989 3.086 1.216 0.25
H 0.095 -1.790 1.711 0.24
C 0.806 -0.687 0.013 -0.02
H 1.117 -0.407 2.094 0.26
N 0.567 -1.744 -0.987 -0.71
C -0.853 1.650 0.170 -0.21
H -0.415 -2.081 -0.847 0.45
H 0.094 2.167 0.245 0.24
H 0.641 -1.382 -1.946 0.45
H 1.567 0.015 -0.305 0.23
```

Results
Net charge: +1
Gap between HOMO and LUMO: 9.99 eV
DFT total energy: -2825.5772 Eh
E_LUMO: -3.378 eV


Entry 8:
This record from the OMol25 dataset describes 2 unconnected molecules or ions with the total composition C5H11BrN. The level of theory is ωB97M-V/def2-TZVPD.

```
18
Properties=species:S:1:pos:R:3:nbo_charge:R:1
H 2.403 -1.893 0.290 0.23
H -1.831 1.979 0.386 0.22
C 0.001 1.171 0.173 -0.13
H 0.786 0.279 1.845 0.46
C -1.359 1.429 -0.518 -0.61
C 1.031 0.452 -0.578 -0.34
Br 2.808 0.597 0.328 0.04
H -0.333 -0.632 0.957 0.45
N -0.170 0.274 1.391 -0.71
H 1.205 0.540 -1.682 0.27
C 1.699 -2.332 -0.394 -0.40
H -1.006 0.551 1.928 0.44
H -1.096 2.158 -1.317 0.26
H 1.740 -3.377 -0.423 0.24
H -1.879 0.663 -0.945 0.23
H 0.322 2.058 0.726 0.24
C 0.730 -1.681 -0.891 -0.11
H -0.010 -1.788 -1.582 0.21
```

Results
Net charge: +1
Gap between HOMO and LUMO: 10.27 eV
DFT total energy: -2825.4953 Eh
E_LUMO: -3.344 eV


Entry 9:
This record from the OMol25 dataset describes a gas-phase ion, C5H11BrN (charge +1). The level of theory is ωB97M-V/def2-TZVPD.

```
18
Properties=species:S:1:pos:R:3:nbo_charge:R:1
H 1.901 -1.583 0.520 0.21
H -2.361 -0.472 0.772 0.24
H 0.742 -2.236 1.602 0.25
C -0.089 0.503 -0.841 0.12
H -0.386 2.638 -0.919 0.26
H 1.328 -0.362 -2.192 0.47
H 1.752 -0.293 -0.630 0.47
H 0.691 2.002 0.310 0.24
C -0.167 1.805 -0.255 -0.73
N 1.330 0.307 -1.365 -0.77
Br -1.541 0.001 -2.180 0.09
H -1.549 -1.894 1.504 0.25
C 0.869 -1.489 0.853 -0.48
C -1.494 -0.856 1.261 -0.69
C -0.196 -0.804 0.465 0.08
H -0.971 1.731 0.510 0.27
H -1.577 -0.266 2.185 0.25
H 1.720 1.268 -1.599 0.46
```

Results
Net charge: +1
Gap between HOMO and LUMO: 10.79 eV
DFT total energy: -2825.5435 Eh
E_LUMO: -3.501 eV
SMILES: C=C(C)[C@@](C)([NH3+])Br


Entry 10:
This record from the OMol25 dataset describes 2 unconnected molecules or ions with the total composition C5H11BrN. The level of theory is ωB97M-V/def2-TZVPD.

```
18
Properties=species:S:1:pos:R:3:nbo_charge:R:1
H 1.068 -1.787 1.320 0.47
H 1.465 -2.000 -1.143 0.23
H -0.413 -1.611 -1.167 0.24
H -2.101 1.301 -0.131 0.23
H 0.786 2.809 0.371 0.24
H -0.518 -2.415 1.170 0.47
C 0.969 0.303 -0.056 -0.12
H -0.300 2.313 1.599 0.25
Br 2.816 0.605 0.157 0.17
C -1.407 0.757 -0.725 -0.62
H -1.418 1.133 -1.704 0.25
C -0.123 1.069 -0.140 -0.05
H -1.649 -0.246 -0.767 0.20
N 0.472 -2.448 0.712 -0.74
H -0.960 2.967 0.066 0.23
C 0.548 -1.773 -0.649 -0.27
C -0.183 2.363 0.535 -0.65
H 0.949 -3.341 0.553 0.46
```

Results
Net charge: +1
Gap between HOMO and LUMO: 8.84 eV
DFT total energy: -2825.4855 Eh
E_LUMO: -3.875 eV